Formula: C3H5NO2
Source: OMol25
Level of theory: ωB97M-V with the def2-TZVPD basis set

Properties
Gap between HOMO and LUMO ... 10.3155 eV
LUMO energy ... 0.838 eV
E_HOMO ... -0.348 Eh
Relative energy (zero: lowest compared OMol25 entry of this formula, charge and spin) ... 3.4181 eV

```
11
Properties=species:S:1:pos:R:3:lowdin_charge:R:1
H -2.76307 -0.12453 0.09160 0.087
C -0.57887 0.62729 0.95025 -0.073
H 1.43247 -0.93172 0.25877 0.131
H -2.04698 0.55055 -1.40166 0.093
C 1.71456 0.08284 0.53911 -0.275
H -2.07631 -1.21898 -1.16598 0.091
O 0.72137 0.77125 1.22191 -0.033
H 3.46221 0.03335 -0.10591 0.058
C -1.98797 -0.25387 -0.66618 -0.065
O -0.68804 -0.20187 -0.07846 -0.155
N 2.81063 0.66568 0.35656 0.142
```